# 1
A structure of composition C29H27HfN3O5P in a non-equilibrium geometry, computed with wB97M-V/def2-TZVPD.

ORCA input file:
```
! wB97M-V def2-TZVPD RIJCOSX def2/J DEFGRID3
* xyz 3 1
Hf -0.950 -0.484 -0.198
O -5.897 0.359 2.781
C -5.340 1.517 2.515
O -5.712 2.569 2.932
C -4.158 1.545 1.551
C -3.741 2.733 0.953
N -2.657 2.482 0.223
N -2.297 1.192 0.291
C -3.223 0.616 1.120
C -3.050 -0.832 1.470
O -3.954 -1.533 1.802
O -1.776 -1.244 1.317
H -5.463 -0.429 2.426
H -4.185 3.715 1.044
H -2.159 3.141 -0.361
C -2.287 -2.151 -1.899
C -1.999 -3.326 -0.928
C -2.415 -4.638 -1.607
C -0.525 -3.380 -0.415
C 0.425 -4.404 -1.063
O 1.681 -3.679 -1.168
C 1.487 -2.420 -0.942
N 0.238 -2.103 -0.627
C 2.623 -1.519 -1.045
C 3.751 -2.013 -1.713
C 4.898 -1.249 -1.835
C 4.950 0.009 -1.255
C 3.847 0.504 -0.570
C 2.673 -0.232 -0.468
P 1.295 0.636 0.373
C 0.900 1.957 -0.837
C -0.017 1.645 -1.855
C -0.379 2.581 -2.810
C 0.177 3.854 -2.751
C 1.096 4.172 -1.759
C 1.455 3.231 -0.801
C 1.916 1.333 1.905
C 2.904 0.641 2.610
C 3.341 1.140 3.825
C 2.789 2.307 4.339
C 1.790 2.981 3.644
C 1.338 2.492 2.431
H -3.188 -2.395 -2.460
H -1.489 -2.018 -2.637
H -2.544 -1.183 -1.392
H -2.638 -3.209 -0.053
H -2.009 -4.721 -2.616
H -3.500 -4.694 -1.677
H -2.088 -5.499 -1.025
H -0.554 -3.554 0.662
H 0.141 -4.722 -2.063
H 0.595 -5.279 -0.444
H 3.720 -3.007 -2.137
H 5.751 -1.639 -2.373
H 5.849 0.608 -1.325
H 3.905 1.475 -0.093
H -0.388 0.608 -1.963
H -1.069 2.326 -3.605
H -0.103 4.592 -3.491
H 1.539 5.158 -1.730
H 2.173 3.494 -0.034
H 3.337 -0.267 2.208
H 4.112 0.615 4.371
H 3.136 2.693 5.288
H 1.364 3.888 4.051
H 0.557 3.015 1.892
*
```

The calculation puts the HOMO-LUMO gap at 7.082 eV. The largest force on an atom is 1.513 eV/A. The HOMO energy comes out at -17.5 eV. The total energy is -55789.72484 eV. As for the energy above the lowest of the compared OMol25 structures with the same formula, charge and spin: 9.6 kcal per mole.



# 2
A structure of composition C15H31BF4MgP2 in a non-equilibrium geometry, computed with wB97M-V/def2-TZVPD.

ORCA input file:
```
! wB97M-V def2-TZVPD RIJCOSX def2/J DEFGRID3
* xyz 0 1
P 0.307 -2.224 1.336
P 0.078 1.996 1.520
C -0.276 -0.742 0.437
C 0.415 0.650 0.320
H -1.355 -0.632 0.644
H -0.276 -1.140 -0.592
H 1.492 0.518 0.132
H -0.016 1.065 -0.595
C -1.641 2.503 1.145
H -1.990 3.149 1.966
H -2.296 1.612 1.131
H -1.733 3.034 0.183
C 1.190 3.430 1.542
H 1.013 4.159 0.744
H 2.237 3.105 1.511
H 1.049 3.940 2.506
C -0.847 -3.538 0.915
H -0.912 -4.245 1.751
H -0.619 -4.100 0.007
H -1.850 -3.114 0.783
C 2.032 -2.547 1.024
H 2.621 -1.626 1.121
H 2.266 -2.975 0.036
H 2.406 -3.251 1.785
Mg -0.547 0.334 3.140
C 0.512 1.644 -2.649
C -0.833 1.699 -2.517
C -1.759 0.994 -3.462
C -1.368 -0.485 -3.789
C -0.660 -1.228 -2.702
C 0.684 -1.301 -2.609
C 1.599 -0.551 -3.526
C 1.212 0.947 -3.773
C 0.052 -2.012 3.113
H 1.178 2.200 -1.979
H -1.320 2.363 -1.797
H -1.815 1.535 -4.426
H -2.776 0.993 -3.036
H -2.302 -1.020 -4.013
H -0.766 -0.489 -4.707
H -1.326 -1.832 -2.070
H 1.194 -2.028 -1.963
H 1.635 -1.042 -4.516
H 2.623 -0.578 -3.119
H 2.153 1.485 -3.965
H 0.615 1.005 -4.695
H 0.608 -1.169 3.587
H 0.575 -2.883 3.528
H -1.007 -2.067 3.432
F -1.343 1.568 4.762
B -0.293 0.911 5.555
F -0.646 -0.460 5.541
F 0.843 0.983 4.548
F -0.018 1.456 6.753
*
```

The calculation puts the HOMO-LUMO gap (spin up / spin down) at 3.232 / 3.232 eV. The largest force on an atom is 2.331 eV/A. The HOMO energy (spin up / spin down) comes out at -3.1 / -3.1 eV. The total energy is -51626.85585 eV. As for the energy above the lowest of the compared OMol25 structures with the same formula, charge and spin: 33.2 kcal per mole.



# 3
A structure of composition C31H32N6O10RhS, computed with wB97M-V/def2-TZVPD.

ORCA input file:
```
! wB97M-V def2-TZVPD RIJCOSX def2/J DEFGRID3
* xyz -1 1
Rh -0.513 1.725 -0.029
O -2.501 -1.461 2.033
C -1.927 -0.401 1.828
O -1.793 0.170 0.686
C -1.370 0.353 3.018
C -0.910 -0.362 4.117
C -0.366 0.321 5.183
C -0.278 1.700 5.227
C -0.788 2.377 4.142
C -1.319 1.735 3.035
N -0.769 3.849 4.156
O -1.340 4.432 3.254
O -0.211 4.402 5.082
N 0.167 -0.442 6.326
O 0.675 0.187 7.235
O 0.064 -1.649 6.298
H -0.955 -1.441 4.107
H 0.163 2.215 6.064
H -1.694 2.331 2.216
C -0.823 -6.384 -2.130
C -1.565 -5.075 -2.076
C -1.409 -4.205 -1.001
C -2.107 -3.012 -0.930
C -2.981 -2.659 -1.954
N -3.615 -1.398 -1.839
C -4.568 -0.896 -2.668
O -5.141 -1.521 -3.543
N -4.927 0.443 -2.473
C -4.329 1.439 -1.694
C -5.100 2.397 -1.045
C -4.476 3.354 -0.269
C -3.102 3.294 -0.098
N -2.365 2.374 -0.717
C -2.949 1.514 -1.551
C -3.154 -3.510 -3.040
C -2.445 -4.704 -3.084
H 0.111 -6.329 -1.571
H -0.587 -6.662 -3.159
H -1.418 -7.193 -1.699
H -0.724 -4.451 -0.197
H -1.967 -2.357 -0.078
H -3.319 -0.856 -1.037
H -5.768 0.675 -2.975
H -6.179 2.375 -1.142
H -5.046 4.115 0.244
H -2.576 3.975 0.558
H -2.293 0.829 -2.067
H -3.834 -3.245 -3.834
H -2.584 -5.359 -3.937
C 1.543 2.909 -3.370
C 1.529 2.286 -1.967
C 1.745 0.776 -2.098
C 2.631 2.935 -1.117
N 0.245 2.614 -1.363
H 2.501 2.733 -3.867
H 1.370 3.984 -3.305
H 0.750 2.474 -3.982
H 2.698 0.584 -2.598
H 0.949 0.331 -2.700
H 1.757 0.283 -1.131
H 3.606 2.764 -1.580
H 2.633 2.516 -0.114
H 2.464 4.011 -1.048
C 7.065 -0.915 -0.955
C 5.750 -0.687 -0.258
C 5.557 0.420 0.564
C 4.350 0.624 1.214
C 3.316 -0.283 1.040
C 3.490 -1.395 0.232
C 4.703 -1.590 -0.411
S 1.745 0.029 1.809
O 2.032 0.421 3.170
O 0.947 -1.161 1.624
O 1.236 1.196 1.029
H 7.712 -0.042 -0.870
H 6.916 -1.125 -2.015
H 7.594 -1.767 -0.524
H 6.364 1.133 0.696
H 4.202 1.484 1.855
H 2.670 -2.090 0.114
H 4.836 -2.459 -1.047
*
```

The calculation puts the HOMO-LUMO gap (spin up / spin down) at 6.922 / 6.909 eV. The largest force on an atom is 0.399 eV/A. The HOMO energy (spin up / spin down) comes out at -5.3 / -5.3 eV. The total energy is -75923.48792 eV.



# 4
A cluster of 6 separate species, C43H42F14N3O in total in a non-equilibrium geometry, computed with wB97M-V/def2-TZVPD.

ORCA input file:
```
! wB97M-V def2-TZVPD RIJCOSX def2/J DEFGRID3
* xyz 1 1
N -1.194 3.867 0.399
C -2.441 3.259 0.573
N -3.647 4.073 0.128
C -4.326 4.489 1.449
C -4.116 3.397 2.656
C -3.961 1.915 1.921
C -4.246 0.646 2.919
C -3.767 1.157 4.559
C -2.609 0.106 5.313
O -2.277 1.603 4.718
N -2.610 1.879 1.218
C -2.647 0.828 0.106
C -1.120 0.262 -0.061
C -0.488 0.381 -1.569
F -1.090 1.457 -2.410
F -0.669 -0.979 -2.202
C 1.113 0.788 -1.399
F 1.169 2.237 -0.983
F 1.767 0.035 -0.282
C 2.016 0.520 -2.740
F 1.247 0.347 -3.994
F 2.871 -0.692 -2.457
C 3.113 1.742 -3.053
F 3.982 2.033 -1.885
F 4.034 1.201 -4.119
F 2.451 2.925 -3.650
H -0.778 4.325 1.243
H -0.771 3.905 -0.566
H -4.298 3.443 -0.429
H -3.919 5.561 1.749
H -5.494 4.617 1.306
H -5.049 3.400 3.385
H -3.172 3.703 3.290
H -4.795 1.887 1.070
H -5.369 0.324 2.998
H -3.520 -0.255 2.653
H -4.651 1.667 5.289
H -2.182 -0.764 4.628
H -2.596 0.085 6.492
H -3.116 1.307 -0.853
H -3.346 -0.096 0.385
H -1.160 -0.901 0.193
H -0.451 0.741 0.790
F -2.324 5.891 2.816
C -2.441 6.826 3.769
C -3.212 6.562 4.895
C -3.331 7.533 5.889
C -2.685 8.763 5.740
C -1.918 9.021 4.603
C -1.791 8.045 3.615
H -3.713 5.604 4.990
H -3.925 7.334 6.778
H -2.782 9.522 6.514
H -1.420 9.980 4.487
H -1.191 8.225 2.729
F 0.669 -6.033 -5.749
C 1.066 -4.756 -5.815
C 1.250 -4.035 -4.640
C 1.669 -2.706 -4.708
C 1.890 -2.109 -5.952
C 1.698 -2.840 -7.126
C 1.290 -4.172 -7.057
H 1.066 -4.512 -3.684
H 1.823 -2.136 -3.795
H 2.212 -1.072 -6.005
H 1.866 -2.372 -8.093
H 1.144 -4.757 -7.959
F -3.520 -0.042 8.893
C -2.545 -0.098 9.809
C -2.875 -0.257 11.151
C -1.860 -0.321 12.105
C -0.525 -0.213 11.708
C -0.204 -0.049 10.360
C -1.218 0.003 9.405
H -3.918 -0.331 11.441
H -2.107 -0.453 13.156
H 0.266 -0.258 12.454
H 0.836 0.039 10.054
H -0.986 0.122 8.352
F 3.437 -5.958 -13.590
C 3.166 -6.294 -12.322
C 2.070 -7.105 -12.049
C 1.791 -7.460 -10.729
C 2.605 -6.991 -9.695
C 3.700 -6.174 -9.979
C 3.986 -5.828 -11.300
H 1.444 -7.453 -12.864
H 0.941 -8.100 -10.506
H 2.384 -7.264 -8.666
H 4.330 -5.806 -9.173
H 4.838 -5.201 -11.540
F 6.739 -6.020 -0.415
C 6.255 -4.800 -0.684
C 4.934 -4.664 -1.097
C 4.429 -3.393 -1.373
C 5.254 -2.273 -1.243
C 6.579 -2.421 -0.833
C 7.081 -3.690 -0.546
H 4.311 -5.546 -1.200
H 3.395 -3.275 -1.689
H 4.860 -1.283 -1.462
H 7.221 -1.548 -0.736
H 8.107 -3.822 -0.218
*
```

The calculation puts the HOMO-LUMO gap at 4.321 eV. The largest force on an atom is 5.412 eV/A. The HOMO energy comes out at -10.2 eV. The total energy is -89814.22114 eV.



# 5
A cluster of 2 separate species, C9H14O in total in a non-equilibrium geometry, computed with wB97M-V/def2-TZVPD.

ORCA input file:
```
! wB97M-V def2-TZVPD RIJCOSX def2/J DEFGRID3
* xyz 0 1
C 1.326 -2.789 0.992
C 0.308 -1.950 0.364
C -0.206 -0.941 1.096
C -1.320 -0.191 0.706
C -1.792 -0.487 -0.543
O -2.674 0.333 -1.246
C -1.389 -1.570 -1.330
C -0.303 -2.266 -0.857
H 1.687 -3.643 0.396
H 0.826 -3.275 1.880
H 2.265 -2.270 1.339
H 0.305 -0.721 2.088
H -1.679 0.609 1.414
H -3.033 1.025 -0.602
H -1.799 -1.798 -2.337
H -0.281 -3.246 -1.422
C 0.766 2.291 -0.612
C 1.107 3.551 0.159
H -0.163 1.812 -0.249
H 0.608 2.463 -1.772
H 1.546 1.509 -0.561
H 1.921 4.103 -0.430
H 1.691 3.277 1.109
H 0.280 4.173 0.418
*
```

The calculation puts the HOMO-LUMO gap at 9.233 eV. The largest force on an atom is 3.505 eV/A. The HOMO energy comes out at -8.4 eV. As for the structure (SMILES): Cc1ccc(O)cc1.CC. The total energy is -11606.29621 eV. As for the energy above the lowest of the compared OMol25 structures with the same formula, charge and spin: 30.9 kcal per mole.



# 6
A cluster of 2 separate species, Cl2H2NPS in total in a non-equilibrium geometry, computed with wB97M-V/def2-TZVPD.

ORCA input file:
```
! wB97M-V def2-TZVPD RIJCOSX def2/J DEFGRID3
* xyz 0 1
H 1.737 -1.774 -1.792
N 0.825 -1.312 -1.608
P 0.330 0.106 -1.931
Cl -1.613 0.120 -1.343
S -0.271 0.934 2.917
Cl 0.552 1.486 1.049
H -1.559 0.441 2.708
*
```

The calculation puts the HOMO-LUMO gap at 8.736 eV. The largest force on an atom is 1.578 eV/A. The HOMO energy comes out at -9.7 eV. As for the structure (SMILES): [H]/N=P/Cl.SCl. The total energy is -46690.92595 eV. As for the energy above the lowest of the compared OMol25 structures with the same formula, charge and spin: 59.0 kcal per mole.



# 7
A cluster of 2 separate species, C5H11NO in total in a non-equilibrium geometry, computed with wB97M-V/def2-TZVPD.

ORCA input file:
```
! wB97M-V def2-TZVPD RIJCOSX def2/J DEFGRID3
* xyz 0 1
C -1.953 0.264 1.340
C -1.430 -0.536 0.402
N -1.616 -1.905 0.361
C -0.547 0.023 -0.649
C 0.561 -0.566 -1.090
C 1.204 -0.349 -2.423
H -2.668 -0.056 2.082
H -1.682 1.308 1.285
H -1.080 -2.487 -0.251
H -2.475 -2.304 0.699
H -0.822 1.015 -0.983
H 0.789 -1.512 -0.607
H 0.505 -0.103 -3.215
H 1.960 0.444 -2.400
H 1.733 -1.245 -2.733
O 2.426 3.036 2.645
H 3.306 2.650 2.787
H 1.791 2.323 2.751
*
```

The calculation puts the HOMO-LUMO gap at 8.834 eV. The largest force on an atom is 1.781 eV/A. The HOMO energy comes out at -8.0 eV. As for the structure (SMILES): C=C(N)/C=C/C.O. The total energy is -8899.53093 eV. As for the energy above the lowest of the compared OMol25 structures with the same formula, charge and spin: 50.0 kcal per mole.



# 8
The ion C3H8NSe with charge +1 in a non-equilibrium geometry, computed with wB97M-V/def2-TZVPD.

ORCA input file:
```
! wB97M-V def2-TZVPD RIJCOSX def2/J DEFGRID3
* xyz 1 1
C 0.074 -1.162 0.061
C 0.163 0.122 1.676
C 0.041 1.197 -0.767
N -0.295 -0.249 -1.016
Se -0.711 1.578 0.959
H 1.038 -1.574 0.010
H -0.781 -1.834 0.327
H -0.375 -0.346 2.484
H 1.099 0.232 2.083
H 1.150 1.216 -0.835
H -0.363 1.626 -1.707
H 0.193 -0.615 -1.788
H -1.234 -0.192 -1.488
*
```

The calculation puts the HOMO-LUMO gap at 9.671 eV. The largest force on an atom is 5.816 eV/A. The HOMO energy comes out at -13.3 eV. The total energy is -70067.51364 eV. As for the energy above the lowest of the compared OMol25 structures with the same formula, charge and spin: 39.0 kcal per mole.



# 9
The molecule CH3ClN2S in a non-equilibrium geometry, computed with wB97M-V/def2-TZVPD.

ORCA input file:
```
! wB97M-V def2-TZVPD RIJCOSX def2/J DEFGRID3
* xyz 0 1
N 0.445 -0.172 -0.083
N -0.761 0.461 -0.233
C -1.979 -0.008 -0.106
S -3.405 1.014 -0.204
Cl -2.153 -1.694 0.137
H 1.068 0.126 0.654
H 0.115 -1.188 0.155
H -0.762 1.407 -0.228
*
```

The calculation puts the HOMO-LUMO gap at 8.907 eV. The largest force on an atom is 4.499 eV/A. The HOMO energy comes out at -8.5 eV. As for the structure (SMILES): NNC(=S)Cl. The total energy is -27421.78696 eV. As for the energy above the lowest of the compared OMol25 structures with the same formula, charge and spin: 31.5 kcal per mole.



# 10
A structure of composition C3H2F11K6NO14S5 in a non-equilibrium geometry, computed with wB97M-V/def2-TZVPD.

ORCA input file:
```
! wB97M-V def2-TZVPD RIJCOSX def2/J DEFGRID3
* xyz 2 1
K 17.139 -5.685 4.888
K 15.605 -4.998 1.154
K 18.135 -11.223 4.004
K 13.366 -12.091 -0.890
K 13.947 -10.967 5.095
K 20.365 -8.273 1.591
N 11.819 -6.241 -1.922
S 13.298 -5.990 -1.732
O 13.728 -5.152 -0.625
O 14.222 -6.286 -2.811
F 13.562 -7.411 -0.908
S 11.605 -4.577 -2.338
O 12.267 -4.084 -3.530
O 11.255 -3.702 -1.254
F 10.177 -4.972 -2.915
C 12.194 -14.372 3.217
F 12.139 -15.597 3.637
F 11.202 -14.108 2.352
F 12.037 -13.509 4.240
S 13.835 -14.012 2.321
O 14.709 -15.109 2.695
O 13.577 -13.907 0.869
O 14.276 -12.749 2.927
C 12.609 -6.201 4.218
F 12.295 -7.007 3.222
F 11.505 -5.926 4.917
F 13.457 -6.832 5.065
S 13.363 -4.545 3.642
O 14.817 -4.832 3.654
O 12.883 -4.319 2.293
O 12.948 -3.519 4.554
C 15.006 -9.384 1.145
F 14.923 -10.712 1.226
F 15.553 -9.168 -0.049
F 13.866 -8.775 1.296
S 16.205 -8.755 2.472
O 15.804 -9.534 3.638
O 17.574 -9.071 1.972
O 15.988 -7.344 2.668
O 11.051 -6.669 0.635
H 11.181 -6.378 -0.300
H 11.689 -7.376 0.752
*
```

The calculation puts the HOMO-LUMO gap at 5.003 eV. The largest force on an atom is 8.750 eV/A. The HOMO energy comes out at -12.9 eV. The total energy is -215307.03651 eV.



Question: total energy of number 2 (C15H31BF4MgP2)?
Answer: -51626.85585 eV